(1)
C22H32O4STi | ωB97M-V/def2-TZVPD

Values from the calculation:
Orbital gap ... 5.09 eV
Total charge ... +2
Highest occupied orbital energy ... -14.1 eV

Element x y z (Å)
C 3.634 -3.924 1.373
C 3.438 -2.517 0.909
C 2.251 -1.741 1.416
C 4.288 -1.892 0.070
C 3.922 -1.197 -1.233
C 4.025 0.331 -1.314
C 2.747 1.074 -0.894
C 3.078 2.551 -0.554
C 1.715 1.101 -2.060
C 0.474 1.991 -1.741
C -0.888 1.299 -1.950
O -1.382 1.375 -3.007
O -1.435 0.558 -0.881
C -2.342 1.373 -0.049
C -1.547 2.363 0.784
C -0.472 1.625 1.598
C -0.317 2.180 3.039
S 1.362 2.853 3.323
O -2.978 0.490 0.794
C -4.400 0.516 0.648
O -5.004 1.428 1.071
C -4.942 -0.683 -0.023
C -5.645 -0.570 -1.219
C -6.110 -1.736 -1.818
C -5.869 -2.974 -1.232
C -5.171 -3.080 -0.032
C -4.700 -1.922 0.577
H 3.108 -4.129 2.297
H 4.691 -4.148 1.502
H 3.285 -4.577 0.577
H 1.823 -2.175 2.312
H 1.480 -1.690 0.603
H 2.608 -0.755 1.675
H 5.343 -1.950 0.314
H 2.935 -1.566 -1.575
H 4.644 -1.611 -1.931
H 4.209 0.630 -2.345
H 4.867 0.671 -0.724
H 2.333 0.575 0.023
H 2.833 3.181 -1.399
H 2.467 2.863 0.292
H 4.111 2.661 -0.255
H 1.467 0.071 -2.426
H 2.232 1.547 -2.902
H 0.528 2.263 -0.693
H 0.470 2.879 -2.356
H -3.059 1.886 -0.688
H -1.149 3.167 0.169
H -2.269 2.763 1.486
H -0.697 0.559 1.693
H 0.523 1.716 1.161
H -0.444 1.395 3.771
H -0.968 3.026 3.216
H 2.073 1.727 3.486
H -5.806 0.404 -1.653
H -6.651 -1.687 -2.750
H -6.220 -3.875 -1.709
H -4.983 -4.030 0.440
H -4.149 -1.966 1.504
Ti 0.633 -0.697 -0.707

---

(2)
C22H32O6S4 | ωB97M-V/def2-TZVPD

Values from the calculation:
Multiplicity ... 2
Orbital gap (spin up / spin down) ... 3.19 / 6.82 eV
Relative energy (zero: lowest compared OMol25 entry of this formula, charge and spin) ... 0.0 kcal per mole
Total charge ... -1
Highest occupied orbital energy (spin up / spin down) ... -1.6 / -5.2 eV

Element x y z (Å)
C -2.008 0.006 0.436
S -0.918 -1.237 1.270
O 0.088 -0.497 2.202
C -2.112 -2.058 2.268
H -1.637 1.029 0.505
H -3.053 -0.196 0.670
H -2.008 -0.236 -0.626
H -1.681 -2.883 2.834
H -2.822 -2.537 1.594
H -2.661 -1.533 3.050
C -0.734 -3.431 7.931
S -1.389 -3.620 6.188
O -0.973 -2.327 5.494
C -0.364 -5.059 5.544
H -1.265 -2.575 8.348
H 0.332 -3.290 7.752
H -0.924 -4.297 8.565
H -0.531 -5.225 4.480
H -0.392 -5.941 6.185
H 0.679 -4.760 5.651
C 2.455 -3.360 4.314
S 2.512 -1.983 5.520
O 3.801 -2.171 6.292
C 2.831 -0.578 4.346
H 3.267 -3.381 3.587
H 1.518 -3.385 3.758
H 2.546 -4.306 4.849
H 2.919 0.428 4.754
H 2.103 -0.591 3.535
H 3.740 -0.774 3.778
C -4.653 -0.142 -3.254
S -3.475 1.015 -4.001
O -3.279 1.975 -2.829
C -1.899 -0.020 -3.956
H -5.416 0.541 -2.880
H -4.299 -0.695 -2.383
H -5.013 -0.865 -3.986
H -2.200 -1.029 -4.239
H -1.358 -0.149 -3.018
H -1.141 0.320 -4.661
C -1.092 3.835 -0.836
C -1.570 4.665 -1.911
C -1.032 4.658 -3.193
C 0.139 3.948 -3.457
C 0.751 3.154 -2.385
C 0.114 3.140 -1.141
C 1.956 2.274 -2.648
O 2.576 1.778 -1.747
C 2.374 2.121 -4.075
C 3.405 1.121 -4.183
C 3.948 1.006 -5.520
C 3.389 1.821 -6.614
C 2.323 2.715 -6.418
C 1.834 2.869 -5.137
C 0.760 3.877 -4.848
O 0.502 4.647 -5.756
H -1.573 3.733 0.125
H -2.537 5.115 -1.746
H -1.384 5.188 -4.066
H 0.487 2.567 -0.306
H 3.698 0.434 -3.403
H 4.616 0.186 -5.737
H 3.707 1.619 -7.626
H 2.020 3.347 -7.240

---

(3)
C22H33Br2F4N12O11 | ωB97M-V/def2-TZVPD

Values from the calculation:
Orbital gap ... 4.43 eV
Total charge ... +1
Highest occupied orbital energy ... -10.5 eV

Element x y z (Å)
C 1.866 3.056 5.259
C 1.801 1.704 4.805
C 2.146 0.219 4.116
C 1.744 0.413 2.504
C 2.798 1.358 1.636
C 4.149 2.067 2.236
C 2.442 1.631 0.045
C 3.433 2.552 -0.920
O 3.264 3.878 -0.936
O 4.486 1.826 -1.702
C 5.409 1.117 -0.775
C 6.688 0.403 -1.527
O 6.712 0.095 -2.827
Br 8.296 0.021 -0.341
C 1.062 0.947 -0.534
Br 0.647 1.341 -2.490
C 0.111 0.025 0.434
C -1.286 -0.601 -0.236
C -2.464 0.527 0.135
O -2.048 1.423 1.254
C -3.886 -0.165 0.602
F -4.335 -1.267 -0.322
F -3.843 -0.664 2.015
F -4.925 0.909 0.505
N 0.476 -0.214 1.912
C -0.473 -1.084 2.730
O -1.252 -0.642 3.721
N -0.483 -2.594 2.414
C 0.515 -3.320 3.329
O 1.856 -3.169 3.230
F -0.082 -4.248 4.343
H 1.765 4.246 5.248
H 3.301 -0.048 4.233
H 1.497 -0.597 4.649
H 4.130 2.288 3.385
H 4.233 3.128 1.697
H 5.148 1.486 2.016
H 4.853 0.244 -0.181
H 5.842 1.916 -0.009
H -1.547 -1.670 0.164
H -1.239 -0.641 -1.408
H -2.600 1.223 -0.818
H -2.827 1.999 1.551
H -0.130 -2.745 1.442
C 6.158 -4.076 -4.429
O 5.883 -5.178 -4.876
N 7.421 -3.619 -4.347
N 5.224 -3.219 -3.979
H 7.667 -2.714 -3.983
H 8.155 -4.232 -4.676
H 4.260 -3.524 -4.023
H 5.431 -2.307 -3.608
C -2.744 3.830 -3.270
O -2.788 3.412 -2.123
N -3.556 4.803 -3.721
N -1.879 3.354 -4.185
H -3.534 5.160 -4.662
H -4.222 5.188 -3.064
H -1.250 2.621 -3.886
H -1.828 3.686 -5.133
C 8.125 3.921 -4.254
O 8.244 5.135 -4.205
N 8.527 3.194 -5.312
N 7.582 3.202 -3.256
H 8.437 2.193 -5.372
H 8.941 3.696 -6.086
H 7.267 3.711 -2.440
H 7.476 2.202 -3.278
C -7.577 -2.785 3.544
O -8.408 -3.653 3.757
N -7.775 -1.790 2.660
N -6.389 -2.744 4.174
H -7.102 -1.066 2.471
H -8.656 -1.783 2.164
H -6.201 -3.475 4.848
H -5.692 -2.037 4.013
C -12.031 -3.505 1.646
O -13.152 -3.080 1.415
N -11.301 -4.168 0.731
N -11.425 -3.347 2.837
H -10.377 -4.526 0.903
H -11.721 -4.308 -0.179
H -11.939 -2.853 3.554
H -10.502 -3.690 3.046

---

(4)
C22H33CaO18Pt | ωB97M-V/def2-TZVPD

Values from the calculation:
Multiplicity ... 3
Orbital gap (spin up / spin down) ... 7.66 / 7.32 eV
Total charge ... +1
Highest occupied orbital energy (spin up / spin down) ... -12.2 / -12.2 eV

Element x y z (Å)
Ca -0.384 0.314 -4.939
Pt -2.909 1.094 -2.351
C -3.788 2.208 -6.311
C -3.645 1.829 -4.855
O -4.579 1.820 -4.046
O -2.485 1.555 -4.401
H -2.902 2.786 -6.562
H -4.736 2.690 -6.526
H -3.812 1.290 -6.907
C -2.649 -3.380 -3.114
C -2.249 -2.064 -3.770
O -1.494 -2.119 -4.780
O -2.564 -0.957 -3.253
H -3.481 -3.210 -2.430
H -1.794 -3.708 -2.528
H -3.007 -4.059 -3.884
C 0.986 0.544 -0.818
C -0.373 0.842 -1.387
O -1.379 0.917 -0.644
O -0.484 0.936 -2.647
H 1.052 0.207 0.221
H 1.612 1.437 -0.801
H 1.353 -0.357 -1.313
C 0.740 -6.315 1.155
C 0.092 -4.964 1.425
C 1.070 -3.880 1.972
O 0.956 -2.842 0.958
C -0.037 -3.120 0.123
O -0.315 -2.435 -0.840
O -0.435 -4.387 0.225
H 1.754 -6.173 0.781
H 0.139 -6.785 0.378
H 0.785 -6.888 2.078
H -0.735 -5.027 2.133
H 2.103 -4.213 1.987
H 0.748 -3.499 2.936
C -0.637 3.330 2.844
C 0.634 4.052 2.560
C 1.440 3.556 1.377
O 1.934 4.745 0.778
C 1.057 5.701 0.999
O 0.847 6.647 0.297
O 0.317 5.422 2.134
H -1.285 3.136 1.988
H -1.234 3.939 3.530
H -0.543 2.396 3.401
H 1.284 4.185 3.428
H 0.718 3.085 0.702
H 2.241 2.870 1.634
C -4.277 1.381 2.597
C -3.562 0.117 3.077
C -3.198 -0.939 2.039
O -2.058 -1.562 2.592
C -1.419 -0.600 3.307
O -0.343 -0.698 3.793
O -2.229 0.467 3.563
H -4.898 1.733 3.422
H -5.114 0.967 2.011
H -3.706 2.118 2.051
H -4.078 -0.274 3.954
H -3.073 -0.644 0.999
H -4.096 -1.563 2.095
C 5.133 -1.099 0.170
C 5.262 0.340 0.708
C 6.650 0.929 0.416
O 6.370 2.145 -0.327
C 5.086 2.134 -0.700
O 4.625 2.977 -1.419
O 4.415 1.104 -0.203
H 5.660 -1.867 0.729
H 5.451 -1.092 -0.873
H 4.060 -1.295 0.123
H 4.971 0.423 1.750
H 7.347 0.303 -0.132
H 7.097 1.347 1.318

---

For the records above, the corresponding F_max values read 2.07 4.86 10.12 3.06 eV Å⁻¹.